--- A ---
The following is a quantum chemistry calculation of a structure of composition C12H15N, from the Open Molecules 2025 dataset.

ORCA input file:
```
! RIJCOSX wB97M-V def2-TZVPD def2/J DEFGRID3
* xyz 0 1
C 1.345 -1.640 1.060
C 1.753 -0.887 -0.915
C 1.660 0.545 -0.341
C 2.696 1.438 -0.233
C 3.591 2.521 0.003
C -0.529 -1.794 -0.500
C -1.481 -0.699 -0.329
C -1.607 -0.187 0.910
C -2.520 0.819 1.323
C -3.268 1.387 0.244
C -2.724 1.151 -1.013
C -2.027 -0.003 -1.429
H 1.013 -0.759 1.653
H 1.204 -2.511 1.613
H 2.393 -1.854 1.081
H 1.719 -1.253 -2.057
H 2.792 -1.223 -0.460
H 0.563 1.021 0.294
H 3.855 2.116 1.147
H 3.528 3.940 -0.526
H -0.862 -2.457 0.188
H -0.833 -1.901 -1.568
H -1.421 -0.853 1.786
H -2.799 1.259 2.365
H -4.138 2.249 0.209
H -2.998 1.713 -1.809
H -1.891 -0.330 -2.499
N 0.983 -1.809 -0.197
*
```

Output
**E_HOMO**: -8.551 eV
**Gap between HOMO and LUMO**: 8.79 eV

Quick look at the natural (NBO) charges, all values in e: -0.43 -0.26 -0.34 0.04 -0.55 -0.25 -0.05 -0.25 -0.20 -0.21 -0.20 -0.21 0.18 0.20 0.21 0.23 0.21 0.27 0.26 0.28 0.20 0.20 0.22 0.23 0.23 0.20 0.23 -0.42


--- B ---
The following is a quantum chemistry calculation of the molecule C12H15N, from the Open Molecules 2025 dataset.

ORCA input file:
```
! RIJCOSX wB97M-V def2-TZVPD def2/J DEFGRID3
* xyz 0 1
C 4.387 0.137 -0.830
C 3.047 0.175 -0.215
C 2.170 1.191 -0.492
C 0.871 1.200 0.027
C 0.429 0.136 0.823
C -1.033 0.170 1.371
C -2.044 -0.029 0.380
C -2.037 -1.307 -0.435
C -2.865 0.962 0.122
C -3.757 1.964 -0.185
C 1.306 -0.912 1.096
C 2.586 -0.920 0.566
H 4.395 -0.354 -1.822
H 5.134 -0.352 -0.192
H 4.736 1.173 -0.978
H 2.436 2.075 -1.082
H 0.138 2.003 -0.180
H -1.192 1.117 1.854
H -1.140 -0.592 2.124
H -1.707 -2.087 0.265
H -1.230 -1.203 -1.161
H -4.111 -1.757 -0.401
H -3.250 -2.496 -1.510
H -3.760 2.731 0.487
H -4.329 2.066 -1.059
H 0.933 -1.723 1.749
H 3.234 -1.783 0.734
N -3.346 -1.586 -1.055
*
```

Output
**E_HOMO**: -7.128 eV
**Gap between HOMO and LUMO**: 7.22 eV

Quick look at the natural (NBO) charges, all values in e: -0.63 -0.06 -0.15 -0.23 -0.02 -0.42 -0.19 -0.21 0.28 -0.60 -0.21 -0.20 0.22 0.22 0.22 0.20 0.22 0.23 0.22 0.16 0.21 0.36 0.35 0.22 0.23 0.21 0.21 -0.83


--- C ---
The following is a quantum chemistry calculation of the molecule C12H15N, from the Open Molecules 2025 dataset.

ORCA input file:
```
! RIJCOSX wB97M-V def2-TZVPD def2/J DEFGRID3
* xyz 0 1
C -1.209 1.202 3.266
C -2.096 0.845 2.201
C 0.113 1.374 2.967
C -1.633 0.580 0.877
C 0.656 1.106 1.721
C -0.258 0.696 0.714
C -0.284 1.586 -1.663
C 0.128 0.623 -0.688
C -0.758 -1.616 -1.469
C 1.371 -1.562 -0.142
C 1.421 -0.723 -2.497
C 0.538 -0.795 -1.215
N 0.910 1.765 -1.306
H -1.620 1.540 4.198
H -3.177 0.890 2.531
H 0.933 1.561 3.676
H -2.175 0.392 -0.073
H 1.612 1.524 1.606
H -1.004 1.969 -2.324
H -0.459 -2.634 -1.544
H -1.201 -1.290 -2.367
H -1.361 -1.685 -0.508
H 1.894 -2.447 -0.612
H 2.095 -0.943 0.374
H 0.663 -1.761 0.615
H 0.817 -0.358 -3.326
H 1.772 -1.751 -2.752
H 2.311 -0.088 -2.259
*
```

Output
**E_HOMO**: -9.163 eV
**Gap between HOMO and LUMO**: 10.04 eV

Quick look at the natural (NBO) charges, all values in e: -0.23 -0.19 -0.19 -0.23 -0.21 -0.04 0.06 0.01 -0.63 -0.62 -0.62 -0.03 -0.30 0.22 0.21 0.21 0.23 0.23 0.21 0.21 0.21 0.22 0.21 0.21 0.21 0.20 0.21 0.23


Most stable = C


--- A ---
The following is a quantum chemistry calculation of the molecule C21H31N5O3, from the Open Molecules 2025 dataset.

ORCA input file:
```
! RIJCOSX wB97M-V def2-TZVPD def2/J DEFGRID3
* xyz 0 1
C 4.399 5.465 -3.714
C 3.334 5.224 -2.649
C 3.335 3.815 -2.030
C 4.613 2.979 -2.158
C 4.136 1.593 -1.738
C 2.791 1.434 -2.488
O 3.000 0.847 -3.755
C 1.842 0.523 -1.714
O 1.594 -0.604 -2.130
N 1.328 0.997 -0.562
C 0.461 0.183 0.270
C -0.941 0.084 -0.328
N -1.789 -0.803 0.455
C -2.280 -0.296 1.609
O -2.059 0.854 1.969
C -3.126 -1.174 2.490
C -4.415 -0.791 2.826
C -5.176 -1.549 3.721
N -4.749 -2.655 4.325
C -3.513 -2.989 3.994
C -2.654 -2.329 3.104
N -1.445 -2.995 3.022
C -1.589 -4.011 3.827
N -2.801 -4.075 4.450
C -3.262 -5.049 5.416
C -2.135 -2.118 -0.105
C -0.882 -2.932 -0.406
C -3.033 -1.967 -1.329
C 2.293 2.886 -2.680
H 4.317 6.477 -4.112
H 5.402 5.347 -3.304
H 4.298 4.773 -4.552
H 3.482 5.962 -1.855
H 2.343 5.429 -3.062
H 3.105 3.901 -0.961
H 4.936 2.947 -3.201
H 5.443 3.352 -1.556
H 4.808 0.776 -1.993
H 3.970 1.579 -0.656
H 2.679 -0.067 -3.674
H 1.542 1.939 -0.281
H 0.891 -0.815 0.355
H 0.405 0.627 1.261
H -1.392 1.077 -0.361
H -0.868 -0.302 -1.342
H -4.832 0.114 2.406
H -6.184 -1.234 3.965
H -0.831 -4.758 4.015
H -2.538 -5.858 5.474
H -3.372 -4.591 6.398
H -4.226 -5.448 5.106
H -2.701 -2.641 0.662
H -1.165 -3.908 -0.803
H -0.250 -2.440 -1.149
H -0.309 -3.085 0.507
H -3.342 -2.950 -1.685
H -3.927 -1.392 -1.085
H -2.514 -1.469 -2.149
H 1.283 3.053 -2.303
H 2.267 3.059 -3.758
*
```

Output
**E_HOMO**: -9.115 eV
**Gap between HOMO and LUMO**: 9.63 eV

Quick look at the natural (NBO) charges, all values in e: -0.61 -0.39 -0.21 -0.41 -0.41 0.15 -0.72 0.68 -0.66 -0.61 -0.23 -0.23 -0.42 0.67 -0.63 -0.07 -0.24 0.04 -0.43 0.31 0.05 -0.47 0.24 -0.36 -0.40 -0.03 -0.63 -0.62 -0.42 0.21 0.20 0.20 0.20 0.20 0.19 0.21 0.21 0.23 0.20 0.50 0.40 0.21 0.23 0.22 0.22 0.23 0.20 0.20 0.21 0.21 0.22 0.22 0.21 0.22 0.23 0.22 0.21 0.21 0.21 0.23


--- B ---
The following is a quantum chemistry calculation of the molecule C21H31N5O3, from the Open Molecules 2025 dataset.

ORCA input file:
```
! RIJCOSX wB97M-V def2-TZVPD def2/J DEFGRID3
* xyz 0 1
C -0.169 5.289 -3.824
C -1.388 5.442 -2.921
C -1.669 4.217 -2.061
C -2.732 4.427 -0.980
C -2.565 3.201 -0.089
C -1.031 2.993 -0.003
O -0.512 3.557 1.181
C -0.671 1.505 0.005
O -0.179 0.993 1.004
N -0.933 0.802 -1.115
C -0.612 -0.610 -1.211
C 0.890 -0.827 -1.387
N 1.226 -2.242 -1.391
C 0.961 -2.916 -2.533
O 0.499 -2.370 -3.527
C 1.238 -4.394 -2.588
C 2.110 -4.908 -3.535
C 2.301 -6.288 -3.656
N 1.678 -7.203 -2.918
C 0.841 -6.684 -2.034
C 0.570 -5.328 -1.804
N -0.360 -5.192 -0.787
C -0.628 -6.420 -0.439
N 0.053 -7.372 -1.141
C -0.032 -8.811 -1.014
C 1.905 -2.805 -0.215
C 1.078 -2.594 1.048
C 3.315 -2.239 -0.080
C -0.465 3.751 -1.230
H -0.037 6.166 -4.458
H 0.743 5.163 -3.240
H -0.269 4.420 -4.478
H -1.238 6.298 -2.254
H -2.272 5.671 -3.522
H -1.998 3.398 -2.718
H -2.494 5.336 -0.420
H -3.741 4.534 -1.381
H -2.977 3.310 0.913
H -3.044 2.338 -0.559
H -0.225 2.801 1.724
H -1.282 1.286 -1.924
H -0.949 -1.109 -0.302
H -1.146 -1.033 -2.059
H 1.214 -0.377 -2.326
H 1.416 -0.343 -0.567
H 2.638 -4.238 -4.199
H 2.995 -6.668 -4.397
H -1.325 -6.701 0.337
H -0.663 -9.049 -0.161
H -0.460 -9.250 -1.914
H 0.960 -9.230 -0.858
H 1.989 -3.875 -0.391
H 1.594 -3.039 1.900
H 0.932 -1.533 1.263
H 0.105 -3.074 0.943
H 3.832 -2.728 0.747
H 3.889 -2.405 -0.992
H 3.301 -1.168 0.130
H 0.261 3.164 -1.794
H 0.059 4.622 -0.831
*
```

Output
**E_HOMO**: -9.117 eV
**Gap between HOMO and LUMO**: 9.64 eV

Quick look at the natural (NBO) charges, all values in e: -0.61 -0.39 -0.21 -0.40 -0.42 0.16 -0.72 0.68 -0.66 -0.61 -0.23 -0.23 -0.42 0.67 -0.63 -0.07 -0.24 0.04 -0.43 0.31 0.05 -0.47 0.24 -0.36 -0.40 -0.03 -0.63 -0.62 -0.44 0.21 0.20 0.20 0.20 0.20 0.18 0.21 0.21 0.23 0.20 0.50 0.40 0.22 0.23 0.22 0.22 0.23 0.20 0.20 0.21 0.22 0.22 0.22 0.21 0.22 0.23 0.22 0.21 0.21 0.22 0.23


Most stable = B